Below is a single C22H27NO6 molecule, with properties calculated with ωB97M-V/def2-TZVPD.

Geometry (Å):
C (-0.525, -0.689, 2.688)
C (-0.494, 0.833, 2.630)
C (-1.655, 1.423, 1.820)
H (-2.607, 1.139, 2.267)
H (-1.579, 2.515, 1.819)
O (-1.600, 1.077, 0.449)
C (-2.089, -0.086, -0.062)
C (-1.518, -0.469, -1.284)
C (-1.957, -1.613, -1.935)
C (-2.951, -2.395, -1.389)
C (-3.538, -2.019, -0.194)
C (-3.139, -0.866, 0.469)
O (-3.737, -0.449, 1.636)
C (-4.795, -1.205, 2.167)
H (-4.475, -2.215, 2.444)
H (-5.638, -1.265, 1.472)
H (-5.109, -0.671, 3.064)
H (-4.326, -2.630, 0.213)
H (-3.283, -3.292, -1.888)
H (-1.500, -1.895, -2.871)
C (-0.421, 0.355, -1.930)
C (0.792, 0.463, -1.041)
C (1.589, -0.654, -0.814)
C (2.737, -0.588, -0.008)
C (3.048, 0.616, 0.635)
C (2.233, 1.725, 0.414)
C (1.130, 1.664, -0.422)
N (0.335, 2.785, -0.590)
C (-0.798, 2.837, -1.349)
O (-1.563, 3.771, -1.268)
C (-0.914, 1.738, -2.378)
H (-1.952, 1.682, -2.707)
H (-0.311, 2.071, -3.229)
H (0.482, 3.557, 0.048)
H (2.495, 2.644, 0.915)
O (4.082, 0.855, 1.484)
C (4.924, -0.188, 1.922)
H (5.579, -0.545, 1.123)
H (5.533, 0.252, 2.712)
H (4.353, -1.028, 2.321)
O (3.540, -1.715, 0.138)
C (4.246, -2.077, -1.035)
H (4.944, -1.285, -1.331)
H (4.803, -2.978, -0.781)
H (3.569, -2.284, -1.867)
O (1.255, -1.823, -1.468)
C (0.929, -2.923, -0.639)
H (0.781, -3.766, -1.311)
H (1.727, -3.152, 0.071)
H (-0.001, -2.730, -0.093)
H (-0.118, -0.197, -2.826)
H (-0.560, 1.242, 3.640)
H (0.451, 1.154, 2.190)
H (-1.472, -1.038, 3.092)
H (-0.393, -1.109, 1.694)
H (0.280, -1.057, 3.321)

Calculated values
Total charge: 0
Energy above the lowest of the compared OMol25 structures with the same formula, charge and spin in kJ/mol: 361.7
SMILES: CCCOc1c(OC)cccc1[C@H]1CC(=O)Nc2cc(OC)c(OC)c(OC)c21
Lowest unoccupied orbital energy in eV: 0.72
HOMO in Eh: -0.29271



Below is a molecular structure, C22H28AsN3OV, with properties calculated with ωB97M-V/def2-TZVPD.

Geometry (Å):
V (-4.616, -3.596, -8.543)
N (-5.605, -2.304, -9.868)
C (-5.692, -3.110, -11.134)
C (-4.305, -3.616, -11.481)
N (-3.646, -4.235, -10.277)
C (-3.569, -5.736, -10.254)
C (-4.789, -6.319, -9.570)
N (-4.937, -5.656, -8.227)
H (-6.534, -1.972, -9.602)
H (-5.061, -1.454, -10.033)
H (-6.108, -2.515, -11.946)
H (-6.388, -3.933, -10.952)
H (-3.675, -2.789, -11.810)
H (-4.353, -4.336, -12.297)
H (-2.688, -3.892, -10.250)
H (-2.668, -6.002, -9.700)
H (-3.461, -6.127, -11.266)
H (-4.689, -7.398, -9.457)
H (-5.703, -6.134, -10.136)
H (-4.227, -6.020, -7.587)
H (-5.826, -5.932, -7.805)
O (-3.492, -2.968, -7.729)
As (2.961, 2.762, 6.292)
C (4.144, 3.945, 5.546)
C (5.531, 3.696, 5.633)
C (6.400, 4.627, 5.111)
C (5.900, 5.780, 4.504)
C (4.529, 6.022, 4.414)
C (3.636, 5.112, 4.936)
C (3.430, 1.024, 6.620)
C (2.772, 0.346, 7.670)
C (3.182, -0.931, 7.984)
C (4.215, -1.525, 7.261)
C (4.852, -0.859, 6.211)
C (4.468, 0.420, 5.880)
C (1.336, 3.391, 6.887)
C (1.271, 4.706, 7.391)
C (0.077, 5.151, 7.917)
C (-1.037, 4.313, 7.917)
C (-0.972, 3.017, 7.403)
C (0.216, 2.538, 6.895)
H (5.907, 2.819, 6.144)
H (7.468, 4.472, 5.184)
H (6.593, 6.505, 4.098)
H (4.167, 6.920, 3.934)
H (2.570, 5.281, 4.856)
H (1.993, 0.830, 8.245)
H (2.711, -1.465, 8.798)
H (4.532, -2.528, 7.520)
H (5.641, -1.350, 5.659)
H (4.930, 0.937, 5.049)
H (2.144, 5.345, 7.402)
H (0.009, 6.146, 8.334)
H (-1.971, 4.674, 8.328)
H (-1.851, 2.389, 7.407)
H (0.276, 1.533, 6.496)

Calculated values
Total charge: +4
Energy above the lowest of the compared OMol25 structures with the same formula, charge and spin in kJ/mol: 0.0
Spin multiplicity: 2
Lowest unoccupied orbital energy in eV: -11.48
HOMO in Eh: -0.66960



Below is a molecular structure, C22H28Br30F13GaO2PS2, with properties calculated with ωB97M-V/def2-TZVPD.

Geometry (Å):
C (-5.928, 0.203, -0.468)
C (-4.345, -0.208, -0.339)
O (-4.039, -1.524, -0.468)
O (-3.223, 0.707, -0.076)
C (-3.097, 1.711, -1.145)
C (-1.825, 1.432, -2.179)
C (-2.335, 0.488, -3.419)
C (-1.216, 0.518, -4.660)
Ga (-0.126, -1.241, -4.467)
C (0.132, -1.563, -2.398)
C (1.480, -0.788, -1.807)
C (2.135, -1.504, -0.488)
F (1.171, -2.511, 0.053)
F (2.201, -0.428, 0.572)
C (3.666, -2.049, -0.664)
F (4.419, -1.929, 0.641)
F (4.445, -1.167, -1.612)
C (3.764, -3.598, -1.292)
F (5.044, -3.563, -2.098)
F (2.608, -3.715, -2.209)
C (3.896, -4.748, -0.150)
F (3.071, -4.494, 1.089)
F (5.325, -4.707, 0.339)
S (3.552, -6.502, -0.658)
F (4.000, -6.287, -2.289)
F (1.882, -6.251, -0.935)
F (3.155, -6.850, 1.004)
F (5.223, -6.908, -0.335)
F (3.302, -8.165, -1.003)
P (-1.535, -3.035, -5.161)
S (-2.208, -2.825, -6.973)
H (-6.482, 0.264, 0.585)
H (-6.477, -0.670, -1.060)
H (-6.111, 1.210, -1.057)
H (-2.852, 2.761, -0.636)
H (-4.078, 1.861, -1.766)
H (-0.972, 0.971, -1.522)
H (-1.520, 2.474, -2.631)
H (-2.452, -0.659, -3.141)
H (-3.350, 0.864, -3.875)
H (-0.469, 1.416, -4.535)
H (-1.754, 0.636, -5.704)
H (1.250, -1.257, -5.280)
H (-0.783, -1.193, -1.768)
H (0.217, -2.751, -2.308)
H (2.199, -0.658, -2.720)
H (1.124, 0.312, -1.510)
H (-0.723, -4.240, -4.963)
H (-2.599, -3.141, -4.152)
C (-5.949, 4.770, -0.786)
Br (-5.625, 3.754, -2.414)
Br (-7.397, 4.008, 0.266)
Br (-4.327, 4.988, 0.265)
H (-6.269, 5.771, -1.093)
C (-10.073, -0.430, -2.376)
Br (-9.117, 0.933, -1.371)
Br (-9.690, -0.327, -4.281)
Br (-9.749, -2.213, -1.668)
H (-11.142, -0.227, -2.254)
C (1.913, 0.755, 4.049)
Br (0.222, -0.050, 3.525)
Br (1.848, 2.697, 3.960)
Br (2.503, 0.130, 5.794)
H (2.663, 0.427, 3.322)
C (-0.830, 5.534, 5.944)
Br (-0.244, 6.242, 4.229)
Br (-1.536, 6.931, 7.100)
Br (-2.088, 4.066, 5.730)
H (0.056, 5.126, 6.441)
C (-4.027, -0.532, 3.529)
Br (-3.441, 0.175, 1.814)
Br (-4.733, 0.864, 4.685)
Br (-5.285, -2.000, 3.315)
H (-3.141, -0.940, 4.026)
C (8.003, -1.306, -0.031)
Br (7.568, 0.002, 1.341)
Br (9.920, -1.608, -0.161)
Br (7.023, -2.968, 0.217)
H (7.680, -0.885, -0.989)
C (2.064, 8.236, 6.665)
Br (3.020, 9.599, 7.671)
Br (2.447, 8.338, 4.761)
Br (2.388, 6.453, 7.373)
H (0.995, 8.439, 6.787)
C (8.623, -4.155, -3.310)
Br (9.018, -2.550, -4.336)
Br (7.549, -5.418, -4.328)
Br (10.238, -4.980, -2.607)
H (8.022, -3.845, -2.450)
C (-5.793, -1.117, -4.234)
Br (-5.399, 0.488, -5.260)
Br (-6.868, -2.380, -5.252)
Br (-4.178, -1.942, -3.531)
H (-6.395, -0.806, -3.374)
C (6.253, 5.005, 9.042)
Br (6.838, 5.712, 7.327)
Br (5.546, 6.401, 10.198)
Br (4.994, 3.537, 8.828)
H (7.139, 4.596, 9.539)

Calculated values
Total charge: -1
Lowest unoccupied orbital energy in eV: -1.04
HOMO in Eh: -0.17146



no.,Kohn-Sham gap (hartree)
1,0.31900
2,0.24783
3,0.13337